No. 1
Entry from OMol25: a molecular structure, C26H23I2IrN2P2S (the ωB97M-V functional and the def2-TZVPD basis).

total charge: +2
2S+1: 5
HOMO-LUMO gap (alpha / beta): 6.64 / 5.73 eV
E: -78752.28738 eV

Each line ends with the natural charge from an NBO analysis.
CARTESIAN COORDINATES (ANGSTROEM)
Ir (-1.2084, -1.2041, 1.5097)  0.5663
N (0.7564, 0.6099, 0.1973)  -1.2772
P (1.0369, -1.0549, 0.2870)  1.2182
C (2.7476, -1.1830, 0.8001)  -0.3552
C (3.7238, -1.6666, -0.0704)  -0.1874
C (5.0562, -1.6287, 0.3182)  -0.1949
C (5.4061, -1.1290, 1.5630)  -0.1485
C (4.4294, -0.6691, 2.4415)  -0.1833
C (3.0998, -0.6999, 2.0649)  -0.2094
C (0.8887, -1.7692, -1.3486)  -0.4729
C (0.9292, -3.1610, -1.4661)  -0.1410
C (0.8328, -3.7548, -2.7137)  -0.2130
C (0.6775, -2.9607, -3.8456)  -0.1631
C (0.6292, -1.5781, -3.7311)  -0.1813
C (0.7358, -0.9759, -2.4833)  -0.1934
P (-0.8826, 0.9902, 0.3730)  1.2449
C (-1.5213, 1.4984, -1.2151)  -0.4700
C (-1.0237, 2.6766, -1.7796)  -0.1295
C (-1.4122, 3.0280, -3.0617)  -0.2072
C (-2.2981, 2.2180, -3.7689)  -0.1558
C (-2.8004, 1.0564, -3.2002)  -0.1886
C (-2.4069, 0.6897, -1.9206)  -0.1827
C (-0.9670, 2.3915, 1.4704)  -0.4766
C (0.0540, 2.6295, 2.3899)  -0.1408
C (-0.0484, 3.7033, 3.2604)  -0.1972
C (-1.1727, 4.5195, 3.2269)  -0.1503
C (-2.1952, 4.2761, 2.3183)  -0.1894
C (-2.0997, 3.2096, 1.4394)  -0.1739
H (1.4121, 1.2340, -0.2638)  0.4405
H (3.4541, -2.0603, -1.0418)  0.2323
H (5.8211, -1.9894, -0.3565)  0.2424
H (6.4472, -1.1028, 1.8573)  0.2425
H (4.7089, -0.2953, 3.4174)  0.2384
H (2.3351, -0.3551, 2.7531)  0.2087
H (1.0681, -3.7818, -0.5850)  0.2073
H (0.8834, -4.8320, -2.8078)  0.2398
H (0.5970, -3.4242, -4.8213)  0.2420
H (0.5142, -0.9639, -4.6150)  0.2373
H (0.7018, 0.1060, -2.4055)  0.2226
H (-0.3565, 3.3236, -1.2198)  0.2207
H (-1.0351, 3.9394, -3.5075)  0.2435
H (-2.6023, 2.5015, -4.7685)  0.2431
H (-3.4983, 0.4391, -3.7510)  0.2375
H (-2.7890, -0.2231, -1.4755)  0.2152
H (0.9337, 1.9955, 2.4078)  0.2133
H (0.7496, 3.9092, 3.9620)  0.2382
H (-1.2530, 5.3504, 3.9162)  0.2434
H (-3.0620, 4.9237, 2.2898)  0.2431
H (-2.8922, 3.0257, 0.7224)  0.2296
I (-4.1050, -1.3682, 1.2428)  0.3932
C (-3.8708, -3.4609, 1.0090)  -0.7096
I (-1.8040, -3.9436, 1.0758)  0.4282
H (-4.2457, -3.7394, 0.0337)  0.2568
H (-4.3767, -3.9681, 1.8215)  0.2680
S (-0.4912, -0.7522, 3.6913)  0.1257
C (-1.6955, -1.8760, 4.0868)  -0.0330
N (-2.5158, -2.6737, 4.2772)  -0.2575

---

No. 2
Entry from OMol25: a molecular structure, C26H23N3O3SW (the ωB97M-V functional and the def2-TZVPD basis).

total charge: +2
2S+1: 1
HOMO-LUMO gap (alpha / beta): 7.71 / 7.71 eV
E: -50595.80187 eV

Each line ends with the natural charge from an NBO analysis.
CARTESIAN COORDINATES (ANGSTROEM)
W (-1.0148, 0.2177, 0.3447)  1.4538
O (0.4527, -1.2973, 3.8002)  -0.4985
C (0.2932, -0.7112, 2.7660)  0.6534
N (-0.8809, -0.7646, 2.0062)  -0.5992
C (-1.9797, -1.5636, 2.5385)  -0.2829
C (-2.9536, -1.8160, 1.4285)  0.2437
C (-4.0437, -2.6570, 1.5775)  -0.2238
C (-4.8801, -2.8733, 0.4980)  -0.0984
C (-4.6007, -2.2533, -0.7141)  -0.2351
C (-3.5014, -1.4299, -0.7959)  0.0793
N (-2.7023, -1.1994, 0.2595)  -0.4814
C (1.3398, 0.1900, 2.1664)  0.1003
C (2.5088, 0.4397, 2.8461)  -0.1781
C (3.4292, 1.3141, 2.2806)  -0.1036
C (3.1354, 1.8963, 1.0594)  -0.2371
C (1.9406, 1.5861, 0.4320)  0.1420
N (1.0533, 0.7452, 0.9706)  -0.5126
H (-2.4597, -1.0453, 3.3740)  0.2460
H (-1.5995, -2.5083, 2.9343)  0.2605
H (-4.2217, -3.1402, 2.5285)  0.2518
H (-5.7368, -3.5267, 0.5940)  0.2527
H (-5.2233, -2.4084, -1.5829)  0.2557
H (-3.2340, -0.9313, -1.7174)  0.2169
H (2.6676, -0.0403, 3.8018)  0.2721
H (4.3543, 1.5435, 2.7919)  0.2531
H (3.8165, 2.5917, 0.5903)  0.2519
H (1.6777, 2.0303, -0.5177)  0.2091
C (-3.7876, 2.0373, 0.9091)  -0.7245
C (-2.4456, 1.4785, 0.6938)  0.3248
O (-1.3352, 2.0874, 0.9017)  -0.5140
H (-3.7752, 3.1221, 0.8108)  0.2701
H (-4.1014, 1.7905, 1.9283)  0.2818
H (-4.5090, 1.5917, 0.2271)  0.2618
O (-0.5715, -1.0652, -1.2397)  -0.9204
S (0.5416, -0.9481, -2.3178)  1.3063
C (2.0541, -1.2570, -1.4000)  -0.1914
C (1.9365, -2.2182, -0.4012)  -0.2526
C (3.0695, -2.5886, 0.3070)  -0.1754
C (4.3000, -2.0246, -0.0012)  -0.1687
C (4.4038, -1.0901, -1.0223)  -0.1819
C (3.2786, -0.7001, -1.7342)  -0.2390
C (0.5413, 0.8116, -2.6175)  -0.1724
C (-0.4303, 1.5772, -1.9809)  -0.2822
C (-0.4229, 2.9546, -2.1498)  -0.1627
C (0.5314, 3.5519, -2.9625)  -0.1698
C (1.4480, 2.7689, -3.6509)  -0.1616
C (1.4506, 1.3883, -3.4905)  -0.2306
H (0.9820, -2.6803, -0.1809)  0.2406
H (2.9914, -3.3321, 1.0888)  0.2434
H (5.1831, -2.3280, 0.5443)  0.2450
H (5.3654, -0.6649, -1.2751)  0.2436
H (3.3796, 0.0271, -2.5243)  0.2324
H (-1.3650, 1.1273, -1.5783)  0.2147
H (-1.1788, 3.5580, -1.6645)  0.2418
H (0.5314, 4.6252, -3.0928)  0.2522
H (2.1564, 3.2284, -4.3261)  0.2526
H (2.1409, 0.7829, -4.0614)  0.2443

---

No. 3
Entry from OMol25: a molecular structure, C26H24As2S4SbTi (the ωB97M-V functional and the def2-TZVPD basis).

total charge: +1
2S+1: 1
relative energy (zero: lowest compared OMol25 entry of this formula, charge and spin): 0.0 kcal per mole
HOMO-LUMO gap: 7.26 eV
E: -222018.42540 eV

Each line ends with the natural charge from an NBO analysis.
CARTESIAN COORDINATES (ANGSTROEM)
Ti (0.2675, -0.4124, 0.1463)  0.3734
S (-0.9135, 1.4166, -0.1147)  -0.3335
Sb (-2.1775, -0.6367, -0.9102)  1.3736
S (-0.1788, -1.2633, -2.0409)  -0.4734
S (-1.3667, -1.7034, 1.1185)  -0.4330
S (-4.2529, -0.5140, -1.5867)  -0.4400
C (3.7623, 1.1437, 0.9447)  -0.7065
C (2.7287, 1.8173, 1.8494)  -0.7045
As (1.4025, 0.5126, 2.4416)  1.0296
C (0.2028, 1.4831, 3.5836)  -0.2572
C (-0.2872, 0.8676, 4.7292)  -0.2330
C (-1.1896, 1.5453, 5.5369)  -0.1917
C (-1.5963, 2.8279, 5.2010)  -0.1844
C (-1.1058, 3.4392, 4.0553)  -0.1828
C (-0.2092, 2.7662, 3.2393)  -0.2426
C (2.3642, -0.6738, 3.5968)  -0.2768
C (3.4243, -0.2116, 4.3717)  -0.2311
C (4.0967, -1.0929, 5.2052)  -0.2016
C (3.7052, -2.4233, 5.2726)  -0.1735
C (2.6422, -2.8803, 4.5081)  -0.2007
C (1.9725, -2.0060, 3.6628)  -0.2329
As (2.9123, -0.1110, -0.2932)  1.0215
C (3.4136, -1.8455, 0.3896)  -0.2514
C (4.6313, -2.1265, 1.0014)  -0.2312
C (4.8650, -3.3907, 1.5197)  -0.1862
C (3.8872, -4.3749, 1.4345)  -0.1825
C (2.6696, -4.0989, 0.8332)  -0.1853
C (2.4366, -2.8311, 0.3175)  -0.2516
C (3.7994, 0.1548, -1.9665)  -0.3686
C (3.0558, 0.3879, -3.1163)  -0.2010
C (3.7130, 0.5794, -4.3252)  -0.1922
C (5.0974, 0.5412, -4.3774)  -0.1753
C (5.8378, 0.3164, -3.2236)  -0.2118
C (5.1914, 0.1231, -2.0134)  -0.1524
H (4.4759, 0.5733, 1.5384)  0.2418
H (4.3107, 1.8744, 0.3515)  0.2589
H (2.1709, 2.5747, 1.2955)  0.2442
H (3.1878, 2.3087, 2.7068)  0.2507
H (0.0361, -0.1295, 5.0022)  0.2249
H (-1.5720, 1.0702, 6.4303)  0.2288
H (-2.2981, 3.3542, 5.8341)  0.2292
H (-1.4230, 4.4398, 3.7941)  0.2273
H (0.1557, 3.2512, 2.3420)  0.2145
H (3.7242, 0.8288, 4.3416)  0.2163
H (4.9202, -0.7378, 5.8106)  0.2296
H (4.2289, -3.1049, 5.9298)  0.2282
H (2.3351, -3.9161, 4.5663)  0.2293
H (1.1462, -2.3667, 3.0609)  0.2238
H (5.4062, -1.3733, 1.0730)  0.2148
H (5.8144, -3.6111, 1.9895)  0.2302
H (4.0799, -5.3600, 1.8385)  0.2306
H (1.9044, -4.8605, 0.7625)  0.2323
H (1.4848, -2.6369, -0.1746)  0.2106
H (1.9747, 0.4274, -3.0780)  0.2311
H (3.1398, 0.7593, -5.2247)  0.2305
H (5.6055, 0.6898, -5.3208)  0.2300
H (6.9184, 0.2907, -3.2668)  0.2286
H (5.7763, -0.0553, -1.1182)  0.2046